# 1
The following is a DFT calculation (ωB97M-V/def2-TZVPD) of one molecule with the formula C9H15N3O6 at a distorted geometry.

Element x y z (Å)
N 4.814 0.574 0.125
C 3.934 -0.420 -0.262
O 4.286 -1.407 -0.827
C 2.581 -0.070 0.189
C 1.484 -1.037 -0.129
N 0.976 -1.090 -1.531
C 0.371 -0.651 0.811
O 0.510 -0.052 1.898
N -0.891 -0.925 0.178
C -2.262 -0.774 0.725
C -2.470 0.610 1.298
C -2.253 1.838 0.254
C -1.097 2.073 -0.673
O -1.402 2.855 -1.563
O 0.170 1.875 -0.306
C -3.360 -1.218 -0.377
O -4.201 -0.626 -1.012
O -3.308 -2.582 -0.412
H 4.496 1.427 0.587
H 5.587 0.561 -0.502
H 2.659 -0.120 1.239
H 2.371 1.000 -0.190
H 1.745 -2.042 0.278
H 1.283 -0.331 -2.041
H 1.140 -1.939 -2.016
H -0.677 -0.724 -0.856
H -2.312 -1.579 1.481
H -3.348 0.755 1.803
H -1.727 0.694 2.078
H -3.096 1.770 -0.483
H -2.501 2.859 0.760
H 0.528 1.588 0.637
H -4.028 -2.891 -1.162

Calculated values
- Net charge: 0
- E_HOMO: -9.76 eV
- ΔE to the lowest compared entry with this formula, charge and spin: 81.6 kcal per mole
- Orbital gap: 10.2 eV

natural (NBO) analysis output, partial charges in e: -0.85 0.68 -0.59 -0.54 -0.14 -0.84 0.71 -0.66 -0.68 -0.13 -0.42 -0.54 0.78 -0.56 -0.75 0.79 -0.58 -0.69 0.40 0.40 0.27 0.24 0.25 0.38 0.39 0.45 0.24 0.22 0.23 0.26 0.26 0.54 0.50

***

# 2
The following is a DFT calculation (ωB97M-V/def2-TZVPD) of C39H48BeP2Si as an isolated structure at a distorted geometry.

Element x y z (Å)
Be 1.639 0.393 4.242
C -3.379 0.117 4.321
C -3.909 0.175 3.087
C -3.937 1.244 2.047
C -2.726 1.238 1.075
C -1.423 1.559 1.749
C -1.267 1.597 3.089
C -2.130 2.229 4.149
C -2.792 1.241 5.114
C 2.630 -0.409 3.179
H -3.485 -0.795 4.895
H -4.500 -0.705 2.776
H -4.101 2.263 2.390
H -4.782 0.993 1.400
H -2.673 0.215 0.646
H -2.924 1.944 0.248
H -0.501 1.661 1.079
H -0.397 1.076 3.578
H -2.876 2.874 3.670
H -1.522 2.900 4.779
H -2.081 0.812 5.850
H -3.554 1.808 5.699
H 3.034 -1.313 3.653
H 3.435 0.287 2.933
H 2.056 -0.719 2.294
P 0.128 -1.724 -3.452
P 1.840 0.658 -3.770
C -0.718 -0.215 -3.981
C 0.099 0.839 -4.243
C -0.427 -2.822 -4.839
C -1.473 -2.525 -5.729
C -1.929 -3.500 -6.631
C -1.307 -4.747 -6.701
C -0.197 -5.007 -5.891
C 0.264 -4.042 -4.987
C -0.958 -2.239 -2.036
C -0.659 -1.710 -0.765
C -1.441 -2.077 0.327
C -2.562 -2.898 0.145
C -2.858 -3.422 -1.116
C -2.052 -3.093 -2.212
C 2.553 1.125 -5.434
C 2.337 0.261 -6.524
C 2.779 0.629 -7.793
C 3.445 1.844 -8.003
C 3.665 2.685 -6.911
C 3.247 2.324 -5.629
C 2.064 2.212 -2.801
C 3.286 2.349 -2.116
C 3.550 3.512 -1.401
C 2.590 4.529 -1.343
C 1.383 4.394 -2.027
C 1.105 3.230 -2.741
H -1.810 -0.221 -4.110
H -0.191 1.760 -4.772
H -1.948 -1.543 -5.741
H -2.774 -3.273 -7.286
H -1.679 -5.515 -7.390
H 0.315 -5.967 -5.952
H 1.144 -4.225 -4.370
H 0.183 -1.021 -0.633
H -1.182 -1.738 1.336
H -3.202 -3.157 0.994
H -3.692 -4.100 -1.269
H -2.269 -3.497 -3.199
H 1.803 -0.684 -6.370
H 2.590 -0.021 -8.645
H 3.765 2.145 -9.003
H 4.160 3.644 -7.048
H 3.440 2.976 -4.775
H 4.009 1.533 -2.173
H 4.510 3.616 -0.900
H 2.804 5.439 -0.780
H 0.641 5.192 -2.007
H 0.142 3.125 -3.239
C -0.658 0.123 7.926
Si 0.999 -0.362 7.182
C 2.123 -0.650 8.646
C 0.499 -2.007 6.376
C 1.665 0.857 5.874
H -0.680 -0.165 8.983
H -1.492 -0.408 7.446
H -0.838 1.195 7.861
H 1.560 -1.156 9.442
H 2.996 -1.268 8.414
H 2.486 0.298 9.055
H -0.345 -1.872 5.684
H 1.311 -2.510 5.836
H 0.144 -2.700 7.153
H 1.149 1.829 6.048
H 2.729 1.070 6.069

Calculated values
- Net charge: 0
- E_HOMO: -7.45 eV
- ΔE to the lowest compared entry with this formula, charge and spin: 9.1 kcal per mole
- Orbital gap: 7.9 eV

Mulliken analysis output, partial charges in e: 0.00 -0.63 -0.21 -1.18 -0.07 -0.45 0.79 -1.07 0.42 -0.39 0.43 0.36 0.38 0.43 -0.08 0.45 0.38 -0.97 0.40 0.46 -0.49 0.40 0.24 0.17 -0.10 0.06 0.02 -0.67 -0.75 0.49 -0.05 -0.54 -0.46 -0.56 -0.55 0.30 -0.36 -0.69 -0.40 -0.68 -0.31 0.37 -0.33 -0.51 -0.55 -0.49 -0.47 0.36 -0.17 -0.67 -0.46 -0.70 -0.07 0.78 0.77 0.28 0.37 0.36 0.37 0.37 0.41 0.47 0.40 0.40 0.29 0.33 0.38 0.35 0.37 0.27 0.37 0.41 0.39 0.39 0.32 -1.11 0.34 -1.08 -1.09 -0.47 0.37 0.28 0.33 0.30 0.32 0.32 0.29 0.35 0.31 0.39 0.44

***

# 3
The following is a DFT calculation (ωB97M-V/def2-TZVPD) of a 10-piece molecular cluster, C18H51BF4NO8 overall at a distorted geometry.

Element x y z (Å)
B 0.291 -0.034 -0.024
F 1.387 0.762 0.525
F -0.051 -0.960 0.846
F -0.733 0.734 -0.393
F 0.867 -0.528 -1.190
C 2.258 1.660 3.931
C 3.226 1.113 4.804
N 4.093 0.673 5.465
H 1.452 1.839 4.557
H 2.933 2.501 3.607
H 2.150 0.992 3.335
C -0.944 3.263 -4.339
C -0.688 2.616 -2.960
O -1.857 2.047 -2.539
H 0.141 3.453 -4.578
H -1.494 4.034 -4.239
H -1.317 2.711 -5.008
H -0.331 3.342 -2.055
H 0.077 1.811 -3.039
H -1.629 1.377 -1.819
C 2.996 3.088 -1.844
C 3.871 2.046 -1.164
O 3.478 0.888 -1.696
H 1.828 2.881 -1.478
H 3.154 3.152 -2.869
H 3.160 4.097 -1.521
H 3.525 2.139 -0.110
H 4.914 2.232 -1.285
H 2.415 0.650 -1.399
C -1.942 0.804 4.768
C -1.174 0.285 3.577
O -1.699 -0.841 2.969
H -1.924 0.000 5.397
H -3.051 0.916 4.439
H -1.600 1.604 5.229
H -0.068 0.188 3.976
H -1.062 1.165 2.742
H -1.328 -0.959 2.026
C 1.149 -0.091 -4.752
C 0.421 -1.446 -4.446
O -0.402 -1.766 -5.462
H 1.623 0.252 -3.954
H 0.659 0.852 -5.074
H 1.999 -0.439 -5.443
H -0.283 -1.240 -3.771
H 1.021 -2.245 -4.165
H -0.728 -2.622 -5.399
C 2.006 -5.288 -0.638
C 1.146 -3.970 -0.919
O 2.040 -2.970 -1.392
H 2.710 -5.362 -1.451
H 1.328 -6.167 -0.457
H 2.473 -5.404 0.324
H 0.705 -3.759 -0.026
H 0.424 -4.206 -1.758
H 1.635 -2.158 -1.428
C 1.890 -4.700 3.896
C 0.844 -3.623 3.516
O 0.725 -2.839 4.667
H 2.913 -4.092 3.729
H 1.806 -5.451 3.182
H 1.850 -5.167 4.760
H -0.094 -4.339 3.502
H 1.020 -3.090 2.469
H -0.017 -2.316 4.876
C -3.102 2.989 1.395
C -1.737 3.533 0.941
O -1.454 4.738 1.512
H -2.919 2.805 2.434
H -3.391 2.055 1.023
H -3.888 3.849 1.262
H -1.806 3.377 -0.110
H -0.994 2.816 1.272
H -1.087 5.217 0.856
C -4.554 -0.534 -0.507
C -3.951 -0.688 -1.927
O -2.739 -1.332 -1.759
H -3.835 -0.124 -0.002
H -4.862 -1.358 -0.124
H -5.335 0.207 -0.766
H -3.842 0.202 -2.539
H -4.528 -1.236 -2.583
H -2.163 -0.610 -1.408

Calculated values
- Net charge: -1
- E_HOMO: -6.82 eV
- ΔE to the lowest compared entry with this formula, charge and spin: 44.4 kcal per mole
- Orbital gap: 9.4 eV

Mulliken analysis output, partial charges in e: 0.23 -0.48 -0.12 0.23 -0.37 -0.16 0.30 -0.51 0.19 0.31 -0.09 -2.22 1.43 -0.65 0.36 0.66 0.56 0.05 -0.62 0.19 -0.83 -0.11 -0.60 -0.05 0.29 0.49 0.02 0.41 0.20 -1.83 1.61 -0.67 0.61 0.28 0.41 -0.17 -0.75 0.45 -0.82 0.30 -0.59 0.09 0.28 0.29 -0.06 0.35 0.30 -1.30 0.29 -0.55 0.37 0.34 0.30 0.05 0.19 0.28 -1.39 0.37 -0.54 0.23 0.37 0.50 0.17 0.03 0.27 -0.88 0.76 -0.59 0.26 0.09 0.28 -0.01 -0.24 0.34 -0.51 -0.37 -0.54 -0.23 0.43 0.29 0.21 0.46 0.08

***

# 4
The following is a DFT calculation (ωB97M-V/def2-TZVPD) of one molecule with the formula CH2N2S2 at a distorted geometry.

Element x y z (Å)
C -0.218 -0.715 -0.312
N -0.642 -0.279 -1.338
N 0.157 -1.009 0.904
S 0.348 2.282 -0.146
S -0.488 1.714 -1.723
H 0.273 -0.100 1.357
H 0.570 -1.892 1.258

Calculated values
- Net charge: 0
- E_HOMO (spin up / spin down): -7.31 / -7.23 eV
- ΔE to the lowest compared entry with this formula, charge and spin: 40.3 kcal per mole
- Orbital gap (spin up / spin down): 6.2 / 6.1 eV

natural (NBO) analysis output, partial charges in e: 0.59 -0.47 -0.85 -0.37 0.21 0.44 0.45

***

> Among the records above, which one has the lowest ΔE to the lowest compared entry with this formula, charge and spin?

C39H48BeP2Si

***

> What is the formula in the second record?

C39H48BeP2Si